# 1
The following is a quantum chemistry calculation of a molecular structure, C4H12CuIO8S, from OMol25.

The HOMO energy (alpha / beta) is 2.62 / -2.25 eV. The multiplicity is 3. The HOMO-LUMO gap (alpha / beta) comes out at 2.308 / 6.506 eV. As for the net charge: -2. As for the total energy: -84296.173 eV. The LUMO energy (alpha / beta) is 4.9 / 4.3 eV. The expectation value of S² is 2.00.

Positions of all 27 atoms, in Å:
Cu (6.567, 19.486, -1.715)
S (7.446, 19.427, 0.919)
O (7.440, 20.511, -0.094)
O (8.765, 18.800, 1.239)
O (6.683, 19.811, 2.094)
O (6.638, 18.457, 0.143)
I (5.487, 17.233, -3.210)
C (3.265, 19.109, 0.403)
C (3.580, 20.449, -0.232)
O (4.611, 20.368, -1.284)
O (4.043, 18.625, 1.511)
H (2.917, 18.401, -0.349)
H (2.385, 19.286, 1.022)
H (3.823, 21.141, 0.574)
H (2.657, 20.891, -0.608)
H (4.210, 20.801, -2.041)
H (4.968, 18.752, 1.289)
C (9.085, 20.200, -3.651)
C (9.432, 18.776, -3.088)
O (9.063, 18.634, -1.725)
O (7.710, 20.182, -3.719)
H (9.495, 20.399, -4.641)
H (9.266, 20.996, -2.929)
H (10.503, 18.625, -3.217)
H (8.940, 18.014, -3.694)
H (9.872, 18.614, -1.210)
H (7.568, 20.645, -4.548)

=====

# 2
The following is a quantum chemistry calculation of a molecular structure, C13H17N, from OMol25.

The HOMO energy is -8.44 eV. The multiplicity is 1. The HOMO-LUMO gap comes out at 9.230 eV. As for the net charge: 0. The relative energy (zero: lowest compared OMol25 entry of this formula, charge and spin) comes out at 143.0 kcal per mole. As for the total energy: -15241.017 eV. The LUMO energy is 0.8 eV.

Positions of all 31 atoms, in Å:
C (-2.738, 1.822, 0.942)
C (-1.806, 2.759, 0.031)
C (0.428, 1.523, 0.289)
C (1.778, 1.187, -0.384)
C (2.177, -0.300, 0.253)
C (1.648, 0.064, 1.649)
C (0.122, 0.331, 1.198)
C (-0.123, -0.974, 0.289)
C (-1.338, -1.532, -0.063)
C (-1.255, -2.552, -1.019)
C (0.033, -2.923, -1.527)
C (1.169, -2.316, -1.305)
C (1.135, -1.184, -0.322)
H (-3.744, 2.320, 1.349)
H (-3.123, 1.034, 0.252)
H (-2.003, 1.195, 1.570)
H (-2.284, 3.571, -0.667)
H (-1.396, 3.525, 0.669)
H (0.159, 3.155, -0.994)
H (0.492, 2.415, 0.998)
H (2.425, 1.851, 0.193)
H (1.869, 1.064, -1.502)
H (3.256, -0.511, 0.064)
H (2.270, 1.041, 1.758)
H (1.553, -0.654, 2.390)
H (-0.521, 0.740, 1.973)
H (-1.977, -1.325, 0.805)
H (-2.205, -3.084, -1.056)
H (0.074, -4.057, -1.968)
H (2.135, -2.783, -1.597)
N (-0.621, 2.151, -0.632)

=====

# 3
The following is a quantum chemistry calculation of 2 unconnected molecules or ions with the total composition C3H8O3, from OMol25.

The HOMO energy is -9.13 eV. The multiplicity is 1. The HOMO-LUMO gap comes out at 9.960 eV. As for the net charge: 0. The SMILES is C=COO.CO. The relative energy (zero: lowest compared OMol25 entry of this formula, charge and spin) comes out at 134.0 kcal per mole. As for the total energy: -9377.992 eV. The LUMO energy is 0.8 eV.

Positions of all 14 atoms, in Å:
C (-0.154, 1.938, 0.249)
C (0.555, 0.958, -0.283)
O (1.471, 0.062, 0.604)
O (2.428, -0.649, -0.192)
H (-0.411, 2.794, -0.350)
H (-0.372, 1.988, 1.303)
H (0.883, 0.880, -1.309)
H (3.227, -0.567, 0.348)
C (-1.645, -1.250, 0.016)
O (-0.492, -1.059, -0.786)
H (-1.740, -2.307, 0.277)
H (-2.502, -0.890, -0.551)
H (-1.595, -0.665, 0.939)
H (0.347, -1.233, -0.266)

=====

# 4
The following is a quantum chemistry calculation of a molecular structure, C20H12Cl68OSSi2, from OMol25.

The HOMO energy is -8.51 eV. The multiplicity is 1. The HOMO-LUMO gap comes out at 8.503 eV. As for the net charge: 0. As for the total energy: -901094.324 eV. The LUMO energy is 0.0 eV.

Positions of all 104 atoms, in Å:
C (4.573, -0.482, 2.419)
C (4.615, 0.884, 1.707)
S (3.776, 2.246, 2.567)
C (2.161, 1.569, 3.024)
Si (1.155, 0.887, 1.607)
O (0.008, -0.153, 2.184)
Si (0.104, -1.800, 2.071)
H (5.533, -0.704, 2.900)
H (3.814, -0.520, 3.207)
H (4.354, -1.289, 1.710)
H (4.222, 0.805, 0.688)
H (5.643, 1.253, 1.639)
H (1.625, 2.457, 3.392)
H (2.231, 0.870, 3.867)
H (0.492, 1.988, 0.880)
H (2.020, 0.132, 0.671)
H (0.264, -2.185, 0.656)
H (-1.143, -2.388, 2.601)
H (1.287, -2.230, 2.846)
C (-1.177, -1.272, -2.562)
Cl (-2.083, -1.230, -1.050)
Cl (-1.779, -2.591, -3.582)
Cl (-1.371, 0.251, -3.425)
Cl (0.537, -1.529, -2.229)
C (-2.170, 3.605, -6.367)
Cl (-0.985, 2.866, -5.280)
Cl (-2.538, 5.235, -5.818)
Cl (-1.498, 3.661, -8.001)
Cl (-3.637, 2.623, -6.375)
C (-0.566, -1.975, -7.518)
Cl (0.668, -2.852, -6.605)
Cl (-0.792, -0.376, -6.809)
Cl (-0.052, -1.816, -9.199)
Cl (-2.089, -2.868, -7.451)
C (-4.322, -4.429, 0.300)
Cl (-3.843, -4.248, -1.388)
Cl (-2.891, -4.221, 1.324)
Cl (-5.515, -3.195, 0.712)
Cl (-5.006, -6.032, 0.571)
C (-4.066, 6.672, -9.547)
Cl (-2.934, 7.613, -8.573)
Cl (-3.167, 5.714, -10.730)
Cl (-4.965, 5.585, -8.484)
Cl (-5.171, 7.757, -10.388)
C (6.504, 4.107, 5.486)
Cl (7.214, 3.704, 3.918)
Cl (5.305, 2.888, 5.918)
Cl (7.767, 4.147, 6.716)
Cl (5.726, 5.689, 5.388)
C (0.778, -5.588, 4.975)
Cl (-0.645, -4.710, 4.389)
Cl (0.591, -7.291, 4.554)
Cl (2.236, -4.953, 4.210)
Cl (0.896, -5.397, 6.722)
C (-4.528, -3.871, 6.169)
Cl (-3.649, -5.191, 6.944)
Cl (-4.258, -2.374, 7.065)
Cl (-3.921, -3.648, 4.525)
Cl (-6.250, -4.236, 6.124)
C (1.374, 7.622, -9.023)
Cl (2.487, 7.271, -10.341)
Cl (2.277, 8.103, -7.593)
Cl (0.278, 8.940, -9.475)
Cl (0.409, 6.171, -8.692)
C (-1.547, 0.908, 7.231)
Cl (-1.417, 1.764, 5.694)
Cl (-0.943, -0.739, 7.039)
Cl (-0.597, 1.746, 8.459)
Cl (-3.244, 0.863, 7.734)
C (-1.258, -8.566, 0.722)
Cl (-2.999, -8.791, 0.570)
Cl (-0.497, -8.802, -0.852)
Cl (-0.924, -6.939, 1.315)
Cl (-0.615, -9.747, 1.876)
C (3.867, 4.717, -5.318)
Cl (4.754, 3.306, -5.902)
Cl (2.407, 4.939, -6.280)
Cl (3.430, 4.480, -3.623)
Cl (4.890, 6.153, -5.464)
C (4.514, 11.126, -10.796)
Cl (5.581, 9.989, -9.962)
Cl (4.793, 11.024, -12.537)
Cl (2.838, 10.708, -10.442)
Cl (4.853, 12.767, -10.240)
C (1.599, -6.708, -3.603)
Cl (2.467, -6.172, -5.044)
Cl (2.755, -7.122, -2.335)
Cl (0.539, -5.419, -3.035)
Cl (0.624, -8.128, -3.995)
C (-5.974, -9.091, 3.720)
Cl (-5.692, -7.448, 4.296)
Cl (-6.703, -9.029, 2.109)
Cl (-4.441, -9.955, 3.627)
Cl (-7.065, -9.928, 4.827)
C (7.500, 4.000, 11.257)
Cl (6.672, 3.239, 9.901)
Cl (7.168, 3.105, 12.742)
Cl (9.242, 4.002, 10.950)
Cl (6.935, 5.664, 11.434)
C (-9.884, -1.514, 6.757)
Cl (-10.314, -3.189, 6.385)
Cl (-10.803, -0.427, 5.714)
Cl (-10.264, -1.173, 8.446)
Cl (-8.158, -1.287, 6.481)

=====

# 5
The following is a quantum chemistry calculation of a molecular structure, C70H60IrN9OPTe, from OMol25.

The HOMO energy (alpha / beta) is -5.87 / -6.44 eV. The multiplicity is 2. The HOMO-LUMO gap (alpha / beta) comes out at 5.747 / 6.263 eV. As for the net charge: 0. As for the total energy: -108441.306 eV. The LUMO energy (alpha / beta) is -0.1 / -0.2 eV. The expectation value of S² is 0.77.

Positions of all 143 atoms, in Å:
Ir (0.874, -1.651, -1.354)
C (3.504, 0.724, -4.936)
C (3.369, -0.649, -5.070)
C (2.268, -1.315, -4.551)
C (1.282, -0.609, -3.865)
C (1.406, 0.775, -3.748)
C (2.511, 1.430, -4.271)
N (0.099, -1.272, -3.331)
C (-0.139, -2.575, -3.935)
C (-0.803, -2.727, -5.136)
C (-0.964, -3.990, -5.690)
C (-0.397, -5.090, -5.057)
C (0.309, -4.939, -3.873)
C (0.436, -3.676, -3.288)
N (1.151, -3.425, -2.111)
N (1.762, -4.517, -1.607)
C (2.513, -4.416, -0.540)
C (3.349, -5.533, -0.196)
C (4.299, -5.432, 0.756)
C (4.493, -4.196, 1.442)
C (3.652, -3.174, 1.178)
N (2.627, -3.293, 0.283)
H (4.362, 1.237, -5.350)
H (4.125, -1.218, -5.596)
H (2.179, -2.383, -4.692)
H (0.631, 1.327, -3.241)
H (2.588, 2.505, -4.160)
H (-1.176, -1.860, -5.668)
H (-1.511, -4.106, -6.618)
H (-0.489, -6.073, -5.502)
H (0.785, -5.776, -3.385)
H (3.204, -6.438, -0.769)
H (4.938, -6.278, 0.971)
H (5.285, -4.065, 2.164)
H (3.710, -2.215, 1.670)
N (-2.052, 3.662, 2.457)
C (-2.013, 4.855, 3.141)
C (-2.904, 5.473, 4.015)
C (-2.538, 6.711, 4.500)
C (-1.325, 7.319, 4.122)
C (-0.450, 6.701, 3.253)
C (-0.803, 5.445, 2.755)
N (-0.134, 4.620, 1.868)
C (-0.902, 3.578, 1.725)
C (-0.560, 2.414, 0.894)
C (0.620, 2.416, 0.171)
C (1.022, 1.272, -0.491)
N (0.303, 0.147, -0.497)
C (-0.873, 0.165, 0.141)
C (-1.334, 1.266, 0.836)
H (-2.763, 2.957, 2.530)
H (-3.844, 5.013, 4.296)
H (-3.201, 7.232, 5.178)
H (-1.084, 8.297, 4.518)
H (0.478, 7.168, 2.953)
H (1.227, 3.311, 0.154)
H (1.952, 1.241, -1.042)
H (-1.450, -0.750, 0.098)
H (-2.290, 1.197, 1.340)
N (-0.997, -0.378, -3.164)
P (-2.473, -0.430, -3.675)
C (-2.851, -0.108, -5.427)
C (-4.082, -0.396, -6.012)
C (-4.344, 0.020, -7.311)
C (-3.386, 0.727, -8.022)
C (-2.164, 1.031, -7.434)
C (-1.901, 0.622, -6.136)
C (-3.450, -1.859, -3.139)
C (-3.757, -1.926, -1.777)
C (-4.469, -3.001, -1.272)
C (-4.861, -4.029, -2.121)
C (-4.515, -3.993, -3.463)
C (-3.807, -2.913, -3.973)
C (-3.204, 1.024, -2.867)
C (-4.564, 1.089, -2.572)
C (-5.110, 2.254, -2.049)
C (-4.308, 3.365, -1.838)
C (-2.958, 3.317, -2.162)
C (-2.410, 2.154, -2.684)
H (-4.834, -0.939, -5.452)
H (-5.299, -0.204, -7.768)
H (-3.593, 1.048, -9.035)
H (-1.421, 1.590, -7.989)
H (-0.952, 0.851, -5.660)
H (-3.449, -1.117, -1.125)
H (-4.726, -3.038, -0.221)
H (-5.428, -4.865, -1.730)
H (-4.803, -4.806, -4.118)
H (-3.539, -2.893, -5.022)
H (-5.195, 0.224, -2.736)
H (-6.164, 2.292, -1.802)
H (-4.733, 4.271, -1.424)
H (-2.330, 4.186, -2.009)
H (-1.362, 2.106, -2.944)
C (6.952, 4.227, 5.283)
C (5.887, 3.270, 4.813)
C (4.905, 3.671, 3.917)
C (3.901, 2.807, 3.497)
C (2.882, 3.312, 2.510)
C (3.862, 1.492, 3.998)
Te (2.353, 0.125, 3.319)
N (1.558, -2.392, 0.383)
C (0.776, -2.775, 1.512)
O (1.098, -2.447, 2.631)
C (-0.383, -3.733, 1.351)
C (-0.741, -4.474, 2.478)
C (-1.756, -5.413, 2.416)
C (-2.440, -5.619, 1.224)
C (-2.118, -4.860, 0.110)
C (-1.099, -3.917, 0.174)
C (0.637, 0.729, 4.429)
C (-0.538, 0.151, 3.938)
C (-1.774, 0.448, 4.489)
C (-1.859, 1.356, 5.533)
C (-0.695, 1.908, 6.043)
C (0.567, 1.594, 5.530)
C (1.778, 2.170, 6.216)
C (4.871, 1.060, 4.873)
C (4.965, -0.335, 5.450)
C (5.859, 1.962, 5.267)
H (6.939, 5.147, 4.699)
H (7.944, 3.781, 5.200)
H (6.797, 4.488, 6.332)
H (4.924, 4.684, 3.528)
H (3.147, 4.309, 2.155)
H (1.883, 3.369, 2.951)
H (2.820, 2.641, 1.656)
H (-0.190, -4.307, 3.395)
H (-2.014, -5.992, 3.294)
H (-3.226, -6.364, 1.169)
H (-2.655, -5.002, -0.820)
H (-0.879, -3.297, -0.687)
H (-0.472, -0.563, 3.125)
H (-2.668, -0.032, 4.103)
H (-2.818, 1.621, 5.961)
H (-0.754, 2.596, 6.879)
H (1.497, 2.579, 7.186)
H (2.237, 2.971, 5.633)
H (2.539, 1.405, 6.371)
H (4.230, -1.009, 5.022)
H (4.810, -0.310, 6.532)
H (5.960, -0.747, 5.275)
H (6.628, 1.624, 5.955)

=====

# 6
The following is a quantum chemistry calculation of a molecular structure, C26H70N10O19, from OMol25.

The HOMO energy is -8.07 eV. The multiplicity is 1. The HOMO-LUMO gap comes out at 7.234 eV. As for the net charge: 0. As for the total energy: -81839.827 eV. The LUMO energy is -0.8 eV.

Positions of all 125 atoms, in Å:
C (-0.033, 0.755, 1.763)
N (-0.352, 0.847, 0.299)
C (0.229, -0.415, -0.449)
C (-1.886, 0.769, 0.082)
C (0.385, 2.153, -0.311)
C (0.014, 3.473, 0.370)
O (-1.343, 3.827, 0.312)
H (-0.239, -0.286, 2.010)
H (-0.633, 1.439, 2.363)
H (1.011, 0.979, 1.984)
H (-0.216, -1.249, 0.095)
H (1.318, -0.370, -0.433)
H (-0.160, -0.324, -1.463)
H (-2.074, 0.864, -0.988)
H (-2.351, 1.688, 0.438)
H (-2.250, -0.082, 0.657)
H (0.133, 2.148, -1.372)
H (1.455, 2.063, -0.125)
H (0.543, 4.304, -0.097)
H (0.408, 3.574, 1.381)
H (-1.629, 3.696, -0.596)
C (2.798, 0.234, -0.002)
N (3.551, 0.177, 1.358)
C (2.685, -0.463, 2.514)
C (4.752, -0.725, 1.196)
C (4.101, 1.585, 1.782)
C (3.120, 2.584, 2.538)
O (1.801, 2.697, 2.053)
H (3.473, 0.344, -0.851)
H (1.975, 0.940, 0.111)
H (2.403, -0.780, -0.064)
H (2.226, -1.328, 2.036)
H (1.831, 0.160, 2.780)
H (3.259, -0.633, 3.425)
H (4.360, -1.706, 0.931)
H (5.325, -0.831, 2.117)
H (5.487, -0.513, 0.418)
H (4.422, 2.010, 0.831)
H (5.005, 1.353, 2.345)
H (3.522, 3.587, 2.681)
H (2.830, 2.254, 3.536)
H (1.876, 3.257, 1.276)
C (1.706, 5.304, -1.664)
C (1.251, 3.880, -2.116)
C (0.567, 3.900, -3.494)
O (1.445, 4.432, -4.510)
C (0.780, 4.656, -5.721)
N (2.452, 2.957, -2.105)
H (3.094, 3.086, -1.337)
H (2.365, 1.965, -2.277)
H (3.070, 3.279, -2.836)
H (0.896, 6.026, -1.768)
H (2.506, 5.700, -2.290)
H (1.955, 5.454, -0.614)
H (0.533, 3.440, -1.425)
H (-0.310, 4.547, -3.528)
H (0.139, 2.933, -3.760)
H (0.215, 5.585, -5.808)
H (0.146, 3.860, -6.112)
H (1.476, 4.785, -6.550)
C (-5.452, -0.980, 1.915)
C (-4.805, -1.305, 0.524)
C (-4.776, -0.126, -0.457)
O (-4.323, 1.066, 0.177)
C (-3.895, 2.078, -0.696)
N (-3.301, -1.745, 0.726)
H (-3.268, -2.630, 1.212)
H (-2.779, -1.868, -0.131)
H (-2.858, -1.079, 1.342)
H (-4.913, -0.296, 2.570)
H (-5.853, -1.818, 2.486)
H (-6.312, -0.349, 1.693)
H (-5.357, -2.097, 0.017)
H (-5.798, 0.076, -0.776)
H (-4.239, -0.451, -1.347)
H (-4.606, 2.291, -1.495)
H (-2.977, 1.625, -1.070)
H (-3.624, 2.964, -0.122)
C (-0.476, -1.787, 2.456)
C (-0.766, -2.798, 1.253)
C (0.064, -4.089, 1.256)
N (-0.422, -5.246, 0.346)
C (0.104, -4.947, -1.092)
C (-1.958, -5.457, 0.295)
C (-2.202, -6.925, -0.270)
C (-0.924, -7.680, 0.259)
C (0.096, -6.648, 0.722)
H (-0.724, -0.742, 2.270)
H (0.548, -1.732, 2.823)
H (-1.070, -2.112, 3.310)
H (-0.601, -2.197, 0.358)
H (-1.807, -3.121, 1.280)
H (-0.321, -4.587, 2.145)
H (1.128, -3.930, 1.433)
H (-0.185, -5.697, -1.828)
H (1.170, -4.735, -1.004)
H (-0.429, -4.010, -1.248)
H (-2.374, -4.681, -0.349)
H (-2.267, -5.404, 1.338)
H (-2.298, -6.889, -1.355)
H (-3.123, -7.256, 0.210)
H (-0.557, -8.288, -0.568)
H (-1.154, -8.402, 1.043)
H (1.126, -6.858, 0.434)
H (0.187, -6.682, 1.808)
N (2.119, -2.624, 0.588)
O (2.574, -3.006, 1.677)
O (2.502, -3.155, -0.409)
O (1.375, -1.670, 0.556)
N (1.901, 0.655, -2.434)
O (2.297, -0.384, -2.932)
O (2.450, 1.180, -1.493)
O (0.958, 1.222, -2.988)
N (-2.547, -0.222, 3.050)
O (-3.317, -1.029, 3.570)
O (-1.428, -0.025, 3.575)
O (-2.772, 0.211, 1.936)
N (-2.147, 2.878, -2.572)
O (-1.383, 2.931, -1.623)
O (-2.683, 3.796, -3.051)
O (-2.308, 1.777, -3.047)
N (3.328, 3.820, 0.215)
O (4.157, 3.956, 1.056)
O (3.461, 4.419, -0.828)
O (2.413, 2.970, 0.243)

=====

Copy entry 1 word for word.
The following is a quantum chemistry calculation of a molecular structure, C4H12CuIO8S, from OMol25.

The HOMO energy (alpha / beta) is 2.62 / -2.25 eV. The multiplicity is 3. The HOMO-LUMO gap (alpha / beta) comes out at 2.308 / 6.506 eV. As for the net charge: -2. As for the total energy: -84296.173 eV. The LUMO energy (alpha / beta) is 4.9 / 4.3 eV. The expectation value of S² is 2.00.

Positions of all 27 atoms, in Å:
Cu (6.567, 19.486, -1.715)
S (7.446, 19.427, 0.919)
O (7.440, 20.511, -0.094)
O (8.765, 18.800, 1.239)
O (6.683, 19.811, 2.094)
O (6.638, 18.457, 0.143)
I (5.487, 17.233, -3.210)
C (3.265, 19.109, 0.403)
C (3.580, 20.449, -0.232)
O (4.611, 20.368, -1.284)
O (4.043, 18.625, 1.511)
H (2.917, 18.401, -0.349)
H (2.385, 19.286, 1.022)
H (3.823, 21.141, 0.574)
H (2.657, 20.891, -0.608)
H (4.210, 20.801, -2.041)
H (4.968, 18.752, 1.289)
C (9.085, 20.200, -3.651)
C (9.432, 18.776, -3.088)
O (9.063, 18.634, -1.725)
O (7.710, 20.182, -3.719)
H (9.495, 20.399, -4.641)
H (9.266, 20.996, -2.929)
H (10.503, 18.625, -3.217)
H (8.940, 18.014, -3.694)
H (9.872, 18.614, -1.210)
H (7.568, 20.645, -4.548)